No. 1
C39H40CaN11O2S3 | wB97M-V/def2-TZVPD

Values from the calculation:
ΔE to the lowest compared entry with this formula, charge and spin	9.1	kcal/mol
HOMO energy	-3.722	eV
gap between HOMO and LUMO	5.6261	eV
net charge	-1
E	-4135.451664	hartree

Geometry (Å):
Ca 0.87 -0.93 1.27
S 2.45 0.43 3.21
C 2.52 2.06 2.59
C 1.53 2.99 2.95
C 1.55 4.27 2.43
C 2.57 4.63 1.56
C 3.53 3.67 1.28
N 3.52 2.43 1.77
H 0.75 2.68 3.64
H 0.78 4.98 2.70
H 2.63 5.62 1.12
H 4.36 3.91 0.62
N 1.39 -3.94 4.83
C 0.52 -3.16 5.56
C 0.08 -3.21 6.88
C -0.81 -2.24 7.28
C -1.25 -1.24 6.40
C -0.82 -1.19 5.09
C 0.08 -2.17 4.67
N 0.68 -2.36 3.43
C 1.44 -3.40 3.58
C 2.26 -3.92 2.48
C 2.90 -5.11 2.38
S 3.62 -5.23 0.83
C 3.01 -3.68 0.43
N 2.33 -3.11 1.37
H 1.96 -4.69 5.17
H 0.43 -3.98 7.57
H -1.17 -2.24 8.30
H -1.95 -0.49 6.76
H -1.14 -0.43 4.39
H 2.96 -5.91 3.10
H 3.14 -3.23 -0.54
O 1.50 -1.71 -1.02
C 0.32 -2.16 -1.17
O -0.49 -2.14 -0.21
C -0.08 -2.69 -2.52
C 0.90 -2.53 -3.52
C 0.70 -2.90 -4.83
C -0.53 -3.46 -5.17
C -1.50 -3.63 -4.21
C -1.34 -3.26 -2.85
S -2.72 -3.50 -1.82
H 1.84 -2.08 -3.21
H 1.48 -2.76 -5.57
H -0.73 -3.76 -6.19
H -2.46 -4.06 -4.48
C -2.71 -2.15 1.52
C -2.44 -0.70 1.40
N -1.45 -0.04 1.97
C -1.65 1.30 1.68
C -2.75 1.44 0.90
N -3.23 0.16 0.70
C -4.26 -0.23 -0.26
N -4.21 0.65 -1.40
N -5.06 1.70 -1.50
N -4.73 2.41 -2.52
C -3.62 1.84 -3.11
C -2.90 2.20 -4.26
C -1.84 1.38 -4.60
C -1.48 0.25 -3.83
C -2.18 -0.10 -2.70
C -3.27 0.71 -2.38
H -2.00 -2.57 2.23
H -2.57 -2.66 0.56
H -3.73 -2.32 1.88
H -0.97 2.06 2.04
H -3.22 2.30 0.45
H -5.26 -0.13 0.17
H -4.06 -1.25 -0.58
H -3.17 3.06 -4.84
H -1.26 1.61 -5.49
H -0.65 -0.36 -4.14
H -1.94 -0.98 -2.10
C 2.83 3.98 -3.01
C 2.17 2.62 -3.14
N 1.27 2.31 -2.04
C -0.05 2.93 -2.07
C -0.23 4.06 -1.06
C 1.61 1.48 -1.01
C 3.01 0.93 -0.98
N 0.79 1.15 -0.07
H 3.51 4.16 -3.85
H 3.40 4.05 -2.08
H 2.09 4.78 -3.01
H 2.92 1.84 -3.21
H 1.59 2.57 -4.07
H -0.82 2.16 -1.93
H -0.20 3.30 -3.08
H -0.02 3.72 -0.05
H -1.26 4.42 -1.10
H 0.44 4.89 -1.27
H 3.10 0.12 -1.70
H 3.21 0.55 0.02
H 3.75 1.71 -1.18
H -0.13 1.54 -0.22

No. 2
C39H40F2HfI2N2O2PS | wB97M-V/def2-TZVPD

Values from the calculation:
ΔE to the lowest compared entry with this formula, charge and spin	85.3	kcal/mol
HOMO energy	-10.389	eV
gap between HOMO and LUMO	6.8517	eV
net charge	+1
E	-3352.503217	hartree

Geometry (Å):
Hf -1.24 0.00 0.14
I -2.15 -3.39 -7.21
C -1.64 -2.40 -5.47
C -0.32 -2.01 -5.17
C 0.05 -1.43 -3.94
I 1.98 -0.69 -3.74
C -0.88 -1.25 -2.94
O -0.50 -0.62 -1.77
C -2.19 -1.77 -3.17
C -3.23 -1.81 -2.09
N -3.28 -0.62 -1.21
C -3.90 0.45 -1.99
C -3.63 1.84 -1.50
C -4.39 2.90 -1.86
C -4.13 4.16 -1.28
C -3.13 4.28 -0.39
C -2.44 3.14 -0.04
N -2.68 1.94 -0.52
C -2.60 -2.29 -4.43
H 0.44 -2.20 -5.92
H -4.21 -2.00 -2.45
H -2.95 -2.68 -1.47
H -3.97 -0.77 -0.51
H -3.60 0.40 -3.02
H -4.99 0.30 -2.15
H -5.20 2.89 -2.54
H -4.76 5.03 -1.50
H -2.92 5.22 0.15
H -1.61 3.29 0.71
H -3.67 -2.69 -4.68
C -1.04 0.85 4.17
C 0.39 0.61 4.50
C 0.81 1.01 5.74
C 2.07 0.69 6.19
C 2.92 -0.13 5.39
C 2.47 -0.53 4.17
C 1.16 -0.22 3.67
P 0.73 -0.79 2.00
C 2.33 -0.57 1.13
C 2.90 0.72 1.36
C 4.13 0.99 0.80
C 4.77 0.02 -0.02
C 4.14 -1.12 -0.31
C 2.84 -1.45 0.22
C 2.28 -2.73 -0.19
C 0.37 -2.54 2.24
C 1.06 -3.35 3.17
C 0.88 -4.76 3.16
C -0.23 -5.30 2.47
C -0.98 -4.48 1.58
C -0.66 -3.06 1.45
C -1.37 -2.32 0.43
H -1.19 1.69 3.58
H -1.67 1.13 5.10
H -1.45 -0.05 3.78
H 0.26 1.53 6.53
H 2.54 1.08 7.05
H 3.91 -0.29 5.78
H 3.24 -0.99 3.55
H 2.35 1.37 2.01
H 4.72 1.97 0.96
H 5.75 0.23 -0.40
H 4.59 -1.71 -1.11
H 2.76 -2.96 -1.16
H 1.23 -2.70 -0.28
H 2.53 -3.51 0.55
H 1.81 -2.93 3.76
H 1.65 -5.37 3.74
H -0.50 -6.33 2.61
H -1.79 -4.87 1.00
H -2.53 -2.59 0.49
H -1.02 -2.75 -0.54
O 0.10 1.58 -0.26
S 0.32 2.64 -1.32
C 2.12 2.49 -1.64
C 2.38 2.88 -3.07
C 1.04 3.09 -3.71
C 0.02 2.19 -3.01
H 2.31 1.44 -1.45
H 2.66 3.15 -0.89
H 3.04 2.17 -3.65
H 2.98 3.79 -3.20
H 1.04 2.70 -4.73
H 0.65 4.13 -3.72
H 0.19 1.13 -3.22
H -0.94 2.48 -3.42
F 1.75 3.96 1.87
C 0.73 4.93 2.05
F -2.40 0.35 1.66
H 0.60 4.17 3.34

No. 3
C39H40FGeIrN4O4P | wB97M-V/def2-TZVPD

Values from the calculation:
ΔE to the lowest compared entry with this formula, charge and spin	0.0	kcal/mol
HOMO energy (alpha / beta)	-2.960 / -2.960	eV
gap between HOMO and LUMO (alpha / beta)	4.5797 / 4.5789	eV
net charge	-1
E	-4652.523693	hartree

Geometry (Å):
Ir 0.14 -0.58 -0.18
C 7.30 -0.91 3.54
C 6.68 0.48 3.45
C 7.67 1.55 3.00
C 8.12 1.30 1.56
C 6.93 1.10 0.66
C 7.02 1.31 -0.70
C 5.91 1.13 -1.51
F 6.06 1.35 -2.84
C 4.70 0.74 -1.01
C 4.58 0.52 0.36
C 3.24 0.09 0.89
O 2.35 -0.05 0.05
C 3.18 -0.11 2.32
C 4.32 0.09 3.03
N 5.53 0.48 2.55
C 5.69 0.69 1.20
C 1.95 -0.54 3.15
O 2.15 -0.59 4.39
O 0.93 -0.81 2.50
H 8.18 -0.90 4.20
H 7.61 -1.26 2.55
H 6.58 -1.62 3.93
H 6.29 0.76 4.44
H 8.53 1.56 3.67
H 7.18 2.53 3.07
H 8.77 0.43 1.53
H 8.71 2.15 1.20
H 7.96 1.63 -1.14
H 3.83 0.61 -1.64
H 4.25 -0.07 4.10
C -4.65 0.69 0.61
N -4.12 1.04 -0.78
C -4.72 0.06 -1.78
N -4.46 -1.28 -1.41
C -4.97 -1.54 -0.06
N -4.38 -0.66 0.94
C -2.94 -0.94 1.13
P -1.93 -0.67 -0.40
C -2.60 1.02 -0.79
C -3.03 -1.64 -1.53
H -5.72 0.88 0.59
H -4.15 1.37 1.30
H -4.44 1.98 -1.02
H -4.26 0.29 -2.75
H -5.79 0.26 -1.81
H -4.75 -2.57 0.21
H -6.06 -1.39 -0.06
H -2.82 -1.97 1.47
H -2.53 -0.30 1.92
H -2.24 1.37 -1.75
H -2.22 1.70 -0.03
H -2.93 -2.70 -1.26
H -2.71 -1.56 -2.57
O -0.12 1.28 -0.12
C 0.77 -2.38 -0.15
Ge -0.11 -4.08 -0.25
C -0.87 -4.46 -2.04
C -0.24 -3.81 -3.10
C -0.66 -3.99 -4.41
C -1.74 -4.82 -4.69
C -2.38 -5.48 -3.64
C -1.94 -5.30 -2.33
C -1.47 -4.28 1.17
C -1.05 -3.94 2.46
C -1.94 -3.90 3.52
C -3.28 -4.21 3.32
C -3.72 -4.54 2.05
C -2.83 -4.57 0.99
C 1.16 -5.58 0.02
C 2.38 -5.54 -0.66
C 3.31 -6.56 -0.52
C 3.04 -7.64 0.32
C 1.84 -7.69 1.01
C 0.91 -6.66 0.86
H 1.74 -2.54 0.31
H 0.57 -3.12 -2.89
H -0.16 -3.48 -5.22
H -2.08 -4.96 -5.70
H -3.22 -6.14 -3.84
H -2.43 -5.85 -1.54
H -0.02 -3.64 2.62
H -1.59 -3.61 4.50
H -3.98 -4.17 4.15
H -4.77 -4.77 1.89
H -3.21 -4.81 0.01
H 2.61 -4.70 -1.30
H 4.25 -6.52 -1.05
H 3.77 -8.43 0.44
H 1.62 -8.52 1.67
H -0.02 -6.71 1.40